# 1
C26H31N3O2 | ωB97M-V/def2-TZVPD

The geometry in XYZ format:
```
62
Properties=species:S:1:pos:R:3:lowdin_charge:R:1
C -2.93 -5.44 -0.09 -0.09
H -2.97 -6.35 -0.69 0.09
O -3.61 -4.46 -0.83 -0.09
C -3.73 -3.21 -0.30 -0.28
C -3.20 -2.80 0.92 -0.02
C -3.38 -1.50 1.34 -0.04
C -4.07 -0.57 0.58 -0.24
C -4.61 -0.99 -0.63 -0.04
C -4.44 -2.29 -1.07 0.00
H -4.86 -2.62 -2.01 0.12
H -5.18 -0.30 -1.23 0.12
C -4.21 0.85 1.03 -0.09
H -4.24 0.88 2.13 0.13
H -5.16 1.26 0.67 0.12
C -3.07 1.80 0.56 -0.42
C -1.74 1.36 1.17 -0.10
C -0.53 2.08 0.56 -0.16
N -0.47 1.98 -0.89 -0.16
C -0.09 0.67 -1.38 -0.16
C 1.33 0.36 -0.99 -0.18
C 1.71 -0.85 -0.41 -0.07
N 2.95 -1.12 -0.08 0.13
C 3.88 -0.18 -0.31 -0.27
N 3.61 1.00 -0.85 0.13
C 2.37 1.27 -1.18 -0.05
H 2.18 2.24 -1.61 0.12
C 5.26 -0.53 0.06 -0.11
C 5.52 -1.86 0.39 -0.03
C 6.78 -2.28 0.74 -0.09
C 7.82 -1.37 0.76 -0.08
C 7.58 -0.05 0.44 -0.05
C 6.31 0.40 0.08 -0.21
C 6.13 1.85 -0.24 -0.06
H 5.32 2.28 0.35 0.08
H 5.85 1.97 -1.29 0.08
H 7.05 2.40 -0.06 0.07
H 8.39 0.66 0.47 0.11
H 8.82 -1.68 1.04 0.10
H 6.96 -3.32 0.99 0.10
H 4.69 -2.55 0.36 0.10
H 0.98 -1.63 -0.21 0.12
H -0.74 -0.14 -1.03 0.12
H -0.15 0.70 -2.47 0.13
C -1.70 2.49 -1.47 -0.17
C -2.95 1.77 -0.97 -0.11
H -3.84 2.21 -1.43 0.12
H -2.90 0.73 -1.29 0.11
H -1.63 2.40 -2.56 0.12
H -1.75 3.56 -1.23 0.12
H 0.39 1.65 0.97 0.12
H -0.55 3.14 0.81 0.12
H -1.62 0.28 1.01 0.10
H -1.74 1.54 2.25 0.13
C -3.43 3.21 1.07 -0.22
O -4.68 3.69 0.62 -0.05
H -4.64 3.79 -0.34 0.08
H -2.64 3.93 0.81 0.12
H -3.52 3.19 2.16 0.13
H -2.98 -1.21 2.31 0.12
H -2.66 -3.49 1.54 0.10
H -1.88 -5.17 0.07 0.09
H -3.41 -5.63 0.87 0.10
```

Output
* SMILES string: COc1ccc(CC2(CO)CCN(Cc3cnc(-c4ccccc4C)nc3)CC2)cc1
* strongest force on any atom: 0.71 eV/Å
* gap between HOMO and LUMO: 0.3267 Ha
* relative energy (zero: lowest compared OMol25 entry of this formula, charge and spin): 1.157 eV

# 2
C26H31N3O2 | ωB97M-V/def2-TZVPD

The geometry in XYZ format:
```
62
Properties=species:S:1:pos:R:3:lowdin_charge:R:1
C 1.27 1.19 -2.79 -0.07
N 2.60 1.21 -2.77 -0.57
O 3.20 2.31 -2.54 -0.15
O 3.25 0.14 -2.97 -0.15
H 0.79 0.25 -3.02 0.04
H 0.75 2.13 -2.63 0.04
C -4.69 4.15 -1.33 -0.17
C -5.55 3.05 -0.73 -0.16
N -4.82 1.79 -0.71 -0.07
C -5.65 0.60 -0.65 -0.15
C -4.85 -0.64 -1.02 -0.17
C -3.65 -0.76 -0.10 -0.15
C -2.88 0.52 -0.04 -0.13
C -3.50 1.75 -0.38 -0.08
C -2.72 2.94 -0.33 -0.13
C -1.37 2.87 -0.01 0.04
C -0.72 1.64 0.33 -0.19
C 0.67 1.61 0.57 0.09
C 1.49 0.46 0.66 -0.18
C 2.83 0.56 1.15 0.06
C 3.66 -0.54 1.29 -0.13
C 3.16 -1.85 1.00 -0.07
N 3.94 -2.95 1.16 -0.06
C 5.38 -2.83 1.36 -0.15
C 5.69 -1.66 2.27 -0.17
C 5.07 -0.37 1.74 -0.14
C 3.48 -4.27 0.76 -0.15
C 1.98 -4.42 0.96 -0.17
C 1.26 -3.32 0.20 -0.15
C 1.83 -1.98 0.50 -0.13
C 1.08 -0.84 0.25 0.03
C -1.58 0.51 0.41 0.03
C -3.36 4.27 -0.60 -0.15
H -4.51 3.94 -2.39 0.12
H -5.23 5.10 -1.27 0.12
H -5.85 3.35 0.29 0.14
H -6.46 2.90 -1.32 0.12
H -6.09 0.47 0.36 0.14
H -6.49 0.74 -1.35 0.12
H -5.49 -1.53 -0.93 0.12
H -4.51 -0.57 -2.06 0.13
H -3.98 -1.04 0.91 0.13
H -2.99 -1.57 -0.45 0.12
H -0.78 3.79 0.00 0.13
H 1.17 2.57 0.71 0.13
H 3.22 1.55 1.39 0.13
H 5.73 -3.77 1.79 0.12
H 5.89 -2.68 0.39 0.14
H 5.31 -1.86 3.28 0.12
H 6.78 -1.54 2.34 0.12
H 5.67 -0.01 0.89 0.14
H 5.11 0.41 2.51 0.12
H 3.73 -4.47 -0.31 0.14
H 4.03 -5.01 1.36 0.12
H 1.66 -5.40 0.61 0.12
H 1.74 -4.34 2.03 0.12
H 1.32 -3.51 -0.89 0.14
H 0.19 -3.33 0.45 0.12
H 0.16 -0.99 -0.31 0.12
H -1.22 -0.42 0.85 0.12
H -2.67 4.89 -1.19 0.12
H -3.52 4.79 0.35 0.13
```

Output
* strongest force on any atom: 1.08 eV/Å
* gap between HOMO and LUMO: 0.1422 Ha
* relative energy (zero: lowest compared OMol25 entry of this formula, charge and spin): 5.573 eV

# 3
C26H32AsCl2N3O2S6Si2Ta | ωB97M-V/def2-TZVPD

The geometry in XYZ format:
```
75
Properties=species:S:1:pos:R:3:lowdin_charge:R:1
Ta 1.14 0.10 -0.07 0.68
S 2.93 -3.57 1.71 0.50
C 2.14 -2.15 1.49 -1.78
S 0.48 -2.07 0.93 0.44
S 2.81 -0.58 1.71 0.47
S 0.20 -0.15 -4.56 0.56
C -1.18 -0.04 -3.56 -0.79
C -2.40 -0.65 -3.98 -0.10
C -3.55 -0.64 -3.22 -0.20
C -4.71 -1.32 -3.71 -0.18
N -5.63 -1.87 -4.13 0.15
C -3.56 0.01 -1.97 -0.20
C -2.40 0.64 -1.55 -0.10
C -1.23 0.61 -2.29 -0.62
S 0.19 1.55 -1.73 0.53
C -4.73 0.05 -1.14 -0.20
N -5.66 0.10 -0.48 0.14
H -2.40 -1.15 -4.94 0.10
H -2.40 1.13 -0.59 0.04
Cl 2.06 2.50 0.95 0.64
C 3.80 2.49 0.75 -0.63
C 4.54 3.30 1.58 -0.11
C 5.92 3.30 1.45 -0.09
C 6.51 2.49 0.50 -0.12
C 5.73 1.68 -0.31 -0.68
Cl 6.54 0.68 -1.48 0.67
C 4.33 1.64 -0.22 -0.73
S 3.36 0.67 -1.27 0.58
H 4.05 3.92 2.32 0.10
H 6.53 3.93 2.08 0.10
H 7.59 2.46 0.38 0.10
C -2.45 -1.52 3.29 -0.23
Si -1.08 -0.29 3.60 0.22
C -1.63 0.92 4.94 -0.23
C 0.42 -1.14 4.32 -0.24
As -0.68 0.86 1.59 0.65
Si -1.47 3.06 1.80 0.22
C -1.08 4.12 0.31 -0.25
C -3.34 2.99 1.98 -0.22
C -0.71 3.93 3.29 -0.22
H -2.80 -1.96 4.23 0.03
H -2.10 -2.33 2.65 0.01
H -3.30 -1.04 2.81 0.02
H -1.89 0.33 5.83 0.03
H -2.50 1.51 4.67 0.01
H -0.82 1.59 5.22 0.01
H 0.15 -1.53 5.30 0.03
H 1.25 -0.44 4.45 0.02
H 0.77 -1.97 3.71 -0.01
H -1.53 3.74 -0.61 0.01
H -0.01 4.21 0.14 -0.01
H -1.49 5.11 0.50 0.03
H -3.80 2.55 1.09 0.02
H -3.74 4.00 2.10 0.03
H -3.66 2.39 2.83 0.01
H 0.33 4.16 3.09 0.01
H -0.76 3.32 4.19 -0.01
H -1.24 4.87 3.48 0.03
O 2.68 -1.99 -3.16 0.15
C 1.62 -2.13 -2.43 -0.50
O 1.24 -1.25 -1.66 -0.29
C 0.95 -3.48 -2.48 -0.22
N 1.43 -4.18 -3.68 -0.03
C 0.28 -4.17 -4.62 -0.18
C -0.95 -4.31 -3.73 -0.15
C -0.59 -3.41 -2.53 -0.11
H 1.30 -3.99 -1.57 0.16
H 1.68 -5.13 -3.45 0.12
H 2.69 -2.81 -3.71 0.13
H 0.40 -4.97 -5.35 0.11
H 0.27 -3.21 -5.14 0.09
H -1.07 -5.35 -3.41 0.11
H -1.87 -3.99 -4.22 0.11
H -1.04 -3.73 -1.59 0.11
H -0.90 -2.39 -2.73 0.08
```

Output
* net charge: -1
* strongest force on any atom: 0.53 eV/Å
* gap between HOMO and LUMO: 0.2154 Ha
* relative energy (zero: lowest compared OMol25 entry of this formula, charge and spin): 1.583 eV

# 4
C26H32AuCl2NO2P | ωB97M-V/def2-TZVPD

The geometry in XYZ format:
```
65
Properties=species:S:1:pos:R:3:lowdin_charge:R:1
Au -0.10 0.10 0.01 1.12
Cl 0.99 0.61 5.07 0.72
C 2.10 0.37 3.78 -0.58
C 3.43 0.03 4.06 -0.11
C 4.34 -0.17 3.05 -0.61
Cl 5.98 -0.57 3.44 0.72
C 3.93 -0.05 1.71 -0.17
C 4.79 -0.23 0.60 0.01
C 4.31 -0.08 -0.67 -0.03
C 2.96 0.23 -0.86 -0.11
N 2.13 0.41 0.16 0.00
C 2.59 0.30 1.44 -0.14
C 1.64 0.55 2.48 -0.43
O 0.44 0.93 2.18 -0.22
H 3.75 -0.07 5.09 0.11
H 5.82 -0.50 0.77 0.10
H 4.96 -0.19 -1.53 0.12
H 2.55 0.32 -1.85 0.12
C -5.14 0.61 0.11 -0.08
C -3.77 0.82 -0.55 -0.49
C -3.33 2.28 -0.43 -0.10
P -2.48 -0.35 0.04 1.07
C -2.61 -0.78 1.83 -0.51
C -3.74 -1.73 2.23 -0.08
C -2.62 0.50 2.67 -0.10
C -2.71 -1.88 -0.97 -0.53
C -4.15 -2.35 -1.10 -0.09
C -2.10 -1.66 -2.36 -0.11
H -5.87 1.18 -0.46 0.10
H -5.15 0.98 1.13 0.08
H -5.46 -0.43 0.11 0.06
H -3.84 0.58 -1.61 0.11
H -3.30 2.60 0.62 0.08
H -4.04 2.93 -0.95 0.09
H -2.35 2.44 -0.86 0.05
H -1.66 -1.29 2.00 0.09
H -4.72 -1.32 2.03 0.07
H -3.66 -1.91 3.30 0.09
H -3.65 -2.70 1.73 0.07
H -3.58 1.01 2.60 0.07
H -1.83 1.18 2.37 0.04
H -2.45 0.25 3.72 0.09
H -2.11 -2.62 -0.45 0.08
H -4.76 -1.64 -1.66 0.08
H -4.63 -2.55 -0.14 0.06
H -4.15 -3.29 -1.66 0.09
H -2.66 -0.91 -2.93 0.08
H -2.15 -2.60 -2.93 0.09
H -1.06 -1.36 -2.31 0.04
O -0.21 2.29 -0.09 -0.11
H -0.16 2.46 0.88 0.08
H 0.58 2.68 -0.48 0.09
C 0.19 -1.82 0.03 -0.19
C 0.26 -3.02 0.06 -0.09
C 0.30 -4.45 0.08 -0.25
C 0.77 -5.17 -1.02 -0.03
C 0.73 -6.55 -1.01 -0.07
C 0.23 -7.23 0.09 -0.07
C -0.23 -6.52 1.20 -0.07
C -0.19 -5.14 1.20 -0.04
H 1.15 -4.63 -1.88 0.12
H 1.09 -7.10 -1.87 0.11
H 0.19 -8.31 0.09 0.11
H -0.61 -7.05 2.06 0.11
H -0.54 -4.58 2.05 0.11
```

Output
* net charge: +1
* strongest force on any atom: 1.51 eV/Å
* gap between HOMO and LUMO: 0.1928 Ha
* relative energy (zero: lowest compared OMol25 entry of this formula, charge and spin): 1.384 eV

# 5
C26H32BN8OPdS2 | ωB97M-V/def2-TZVPD

The geometry in XYZ format:
```
71
Properties=species:S:1:pos:R:3:lowdin_charge:R:1
Pd 0.17 0.02 -1.42 0.73
C 3.00 -0.87 -4.39 -0.03
C 2.58 -0.91 -3.07 -0.13
N 1.44 -0.23 -2.95 -0.11
N 1.09 0.22 -4.17 0.00
C 2.03 -0.14 -5.05 -0.05
B -0.15 1.13 -4.39 -0.50
N 0.00 2.27 -3.34 -0.02
C 0.06 3.59 -3.60 -0.06
C 0.30 4.26 -2.41 -0.04
C 0.38 3.25 -1.46 -0.12
N 0.21 2.05 -2.02 -0.04
N -1.46 0.37 -4.17 -0.05
C -2.50 0.18 -5.02 -0.08
C -3.46 -0.55 -4.36 -0.06
C -2.92 -0.75 -3.08 -0.15
N -1.72 -0.20 -2.98 -0.01
H 3.89 -1.32 -4.81 0.10
H 3.04 -1.36 -2.21 0.08
H 1.94 0.15 -6.09 0.13
H -0.14 1.57 -5.49 0.12
H -0.07 3.95 -4.60 0.13
H 0.40 5.32 -2.26 0.10
H 0.59 3.34 -0.40 0.09
H -2.46 0.57 -6.03 0.12
H -4.42 -0.87 -4.74 0.09
H -3.35 -1.29 -2.24 0.10
C 2.78 -2.92 0.02 -0.08
N 1.63 -2.98 0.91 -0.18
C 2.00 -2.74 2.30 -0.04
C 0.37 -2.84 0.43 -0.65
S 0.09 -2.33 -1.21 0.75
N -0.68 -3.24 1.17 -0.17
C -2.05 -2.91 0.81 -0.07
C -0.56 -4.24 2.23 -0.02
H 3.59 -3.50 0.47 0.10
H 3.12 -1.89 -0.10 0.09
H 2.53 -3.34 -0.95 0.06
H 2.61 -1.83 2.34 0.09
H 2.60 -3.57 2.69 0.11
H 1.14 -2.59 2.93 0.06
H -2.08 -1.98 0.26 0.04
H -2.62 -2.80 1.73 0.09
H -2.50 -3.70 0.21 0.10
H 0.37 -4.79 2.13 0.10
H -1.39 -4.94 2.11 0.10
H -0.63 -3.79 3.22 0.09
O -0.84 0.14 0.54 -0.60
S 0.26 0.76 1.38 1.01
C 0.08 0.11 3.03 -0.39
C -1.11 -0.49 3.41 -0.07
C -1.22 -0.99 4.70 -0.06
C -0.15 -0.88 5.59 -0.06
C 1.03 -0.28 5.19 -0.06
C 1.16 0.22 3.90 -0.10
C -0.26 2.44 1.70 -0.41
C -1.54 2.83 1.35 -0.07
C -1.91 4.15 1.58 -0.05
C -1.02 5.04 2.16 -0.06
C 0.26 4.63 2.51 -0.06
C 0.65 3.32 2.28 -0.09
H -1.92 -0.56 2.70 0.11
H -2.14 -1.46 5.02 0.11
H -0.25 -1.27 6.59 0.11
H 1.86 -0.20 5.88 0.12
H 2.09 0.67 3.58 0.11
H -2.20 2.13 0.87 0.12
H -2.91 4.48 1.30 0.12
H -1.32 6.07 2.34 0.11
H 0.95 5.33 2.96 0.11
H 1.66 3.00 2.53 0.11
```

Output
* net charge: +1
* strongest force on any atom: 0.93 eV/Å
* gap between HOMO and LUMO: 0.2839 Ha
* relative energy (zero: lowest compared OMol25 entry of this formula, charge and spin): 0.675 eV

# 6
C26H32BrN3O4OsSi2 | ωB97M-V/def2-TZVPD

The geometry in XYZ format:
```
69
Properties=species:S:1:pos:R:3:lowdin_charge:R:1
Os 0.24 0.00 0.01 1.48
C -2.85 -0.54 -1.17 -0.01
O -2.15 -0.11 -0.01 -0.26
C -2.79 0.35 1.11 -0.21
C -4.15 0.44 1.28 -0.03
C -4.67 0.92 2.49 -0.65
Br -6.56 1.07 2.66 0.80
C -3.86 1.28 3.54 -0.06
C -2.46 1.20 3.40 -0.05
C -1.89 0.77 2.16 -0.29
O -0.62 0.76 1.99 -0.20
C -1.58 1.55 4.48 -0.15
N -0.24 1.52 4.42 0.21
C 0.28 1.90 5.63 -0.15
C 1.59 2.02 6.08 0.01
C 1.76 2.44 7.39 -0.05
C 0.68 2.73 8.22 -0.05
C -0.63 2.61 7.78 0.01
C -0.82 2.19 6.47 -0.15
N -1.95 1.96 5.71 0.21
H -3.92 -0.46 -1.08 0.10
H -2.58 -1.58 -1.36 0.09
H -2.52 0.07 -2.01 0.10
H -4.84 0.15 0.51 0.11
H -4.32 1.62 4.45 0.11
H 0.24 1.24 3.57 0.14
H 2.43 1.80 5.45 0.11
H 2.76 2.55 7.78 0.12
H 0.87 3.05 9.23 0.12
H -1.46 2.83 8.43 0.12
H -2.90 2.06 6.03 0.18
C 3.42 0.36 -1.44 -0.19
Si 2.61 -0.04 0.26 0.51
C 3.00 1.31 1.58 -0.18
C 3.01 -1.80 0.95 -0.33
C 4.32 -2.14 1.27 -0.09
C 4.62 -3.40 1.76 -0.06
C 3.61 -4.33 1.93 -0.05
C 2.30 -4.00 1.62 -0.09
C 1.99 -2.74 1.13 -0.33
Si 0.16 -2.32 0.67 0.53
C -0.57 -3.59 -0.60 -0.19
C -0.92 -2.53 2.27 -0.18
H 4.51 0.36 -1.34 0.04
H 3.12 1.34 -1.79 0.02
H 3.16 -0.37 -2.20 0.03
H 4.07 1.40 1.75 0.04
H 2.54 1.09 2.54 0.00
H 2.65 2.29 1.26 0.02
H 5.11 -1.41 1.14 0.11
H 5.64 -3.65 1.99 0.12
H 3.84 -5.32 2.31 0.12
H 1.52 -4.73 1.76 0.11
H -0.37 -4.59 -0.24 0.04
H -0.14 -3.50 -1.59 0.03
H -1.65 -3.50 -0.68 0.02
H -0.90 -3.56 2.61 0.04
H -1.97 -2.28 2.08 0.02
H -0.58 -1.90 3.08 0.02
N -2.06 4.64 -2.04 0.14
C -0.68 4.16 -1.85 -0.04
C -0.87 2.67 -1.38 -0.59
O -2.07 2.37 -1.26 0.03
O 0.13 1.97 -1.20 -0.10
H -2.29 4.84 -3.01 0.17
H -2.33 5.43 -1.46 0.16
H -2.56 3.64 -1.69 0.14
H -0.17 4.72 -1.06 0.14
H -0.09 4.20 -2.76 0.14
```

Output
* net charge: +2
* spin multiplicity: 5
* <S²>: 6.0188
* strongest force on any atom: 3.14 eV/Å
* gap between HOMO and LUMO (spin up / spin down): 0.2878 / 0.2028 Ha

Copy entry 2 word for word.
C26H31N3O2 | ωB97M-V/def2-TZVPD

The geometry in XYZ format:
```
62
Properties=species:S:1:pos:R:3:lowdin_charge:R:1
C 1.27 1.19 -2.79 -0.07
N 2.60 1.21 -2.77 -0.57
O 3.20 2.31 -2.54 -0.15
O 3.25 0.14 -2.97 -0.15
H 0.79 0.25 -3.02 0.04
H 0.75 2.13 -2.63 0.04
C -4.69 4.15 -1.33 -0.17
C -5.55 3.05 -0.73 -0.16
N -4.82 1.79 -0.71 -0.07
C -5.65 0.60 -0.65 -0.15
C -4.85 -0.64 -1.02 -0.17
C -3.65 -0.76 -0.10 -0.15
C -2.88 0.52 -0.04 -0.13
C -3.50 1.75 -0.38 -0.08
C -2.72 2.94 -0.33 -0.13
C -1.37 2.87 -0.01 0.04
C -0.72 1.64 0.33 -0.19
C 0.67 1.61 0.57 0.09
C 1.49 0.46 0.66 -0.18
C 2.83 0.56 1.15 0.06
C 3.66 -0.54 1.29 -0.13
C 3.16 -1.85 1.00 -0.07
N 3.94 -2.95 1.16 -0.06
C 5.38 -2.83 1.36 -0.15
C 5.69 -1.66 2.27 -0.17
C 5.07 -0.37 1.74 -0.14
C 3.48 -4.27 0.76 -0.15
C 1.98 -4.42 0.96 -0.17
C 1.26 -3.32 0.20 -0.15
C 1.83 -1.98 0.50 -0.13
C 1.08 -0.84 0.25 0.03
C -1.58 0.51 0.41 0.03
C -3.36 4.27 -0.60 -0.15
H -4.51 3.94 -2.39 0.12
H -5.23 5.10 -1.27 0.12
H -5.85 3.35 0.29 0.14
H -6.46 2.90 -1.32 0.12
H -6.09 0.47 0.36 0.14
H -6.49 0.74 -1.35 0.12
H -5.49 -1.53 -0.93 0.12
H -4.51 -0.57 -2.06 0.13
H -3.98 -1.04 0.91 0.13
H -2.99 -1.57 -0.45 0.12
H -0.78 3.79 0.00 0.13
H 1.17 2.57 0.71 0.13
H 3.22 1.55 1.39 0.13
H 5.73 -3.77 1.79 0.12
H 5.89 -2.68 0.39 0.14
H 5.31 -1.86 3.28 0.12
H 6.78 -1.54 2.34 0.12
H 5.67 -0.01 0.89 0.14
H 5.11 0.41 2.51 0.12
H 3.73 -4.47 -0.31 0.14
H 4.03 -5.01 1.36 0.12
H 1.66 -5.40 0.61 0.12
H 1.74 -4.34 2.03 0.12
H 1.32 -3.51 -0.89 0.14
H 0.19 -3.33 0.45 0.12
H 0.16 -0.99 -0.31 0.12
H -1.22 -0.42 0.85 0.12
H -2.67 4.89 -1.19 0.12
H -3.52 4.79 0.35 0.13
```

Output
* strongest force on any atom: 1.08 eV/Å
* gap between HOMO and LUMO: 0.1422 Ha
* relative energy (zero: lowest compared OMol25 entry of this formula, charge and spin): 5.573 eV